1.
Here is 2 unconnected molecules or ions with the total composition C5H8NO2 from the Open Molecules 2025 dataset. Energies are from the ωB97M-V functional and the def2-TZVPD basis.

The geometry in XYZ format:
```
16
Properties=species:S:1:pos:R:3:lowdin_charge:R:1
H 1.2330 -1.8036 0.7914 0.20
H 0.1234 -0.7644 1.4629 0.17
H -0.9259 2.8929 0.7127 0.10
H -1.5751 -1.0328 -0.4798 0.16
C -0.4880 -1.2582 -0.5034 0.00
C 0.1360 1.1127 0.1976 -0.14
O 3.1052 -0.4202 0.1067 0.17
H -1.5130 1.8841 -0.7306 0.07
O 5.2201 0.4272 -0.1523 0.28
H 0.9724 1.3550 0.8986 0.13
C -0.8373 1.9854 0.0937 0.07
H -0.3735 -2.0305 -1.1587 0.11
C 4.1513 0.0541 -0.0209 -0.38
N 0.4467 -1.1471 0.5995 0.15
H 1.2268 -0.3341 -1.1322 0.10
C 0.4748 -0.1650 -0.4970 -0.20
```

Computed properties:
HOMO-LUMO gap = 11.5293 eV
highest occupied orbital energy = -14.83 eV
net charge = +1



2.
Here is a molecular structure, C13H10MnN4OS from the Open Molecules 2025 dataset. Energies are from the ωB97M-V functional and the def2-TZVPD basis.

The geometry in XYZ format:
```
30
Properties=species:S:1:pos:R:3:lowdin_charge:R:1
C -1.5010 -1.3397 -1.1686 -0.12
H -2.5395 1.2329 -4.9254 0.13
H -2.5006 -1.4260 -0.7324 0.15
H -0.9336 3.0022 -4.1858 0.12
H -2.8200 -0.8030 -3.5231 0.13
C 0.4256 -1.5316 2.0020 -0.16
C -1.9763 1.1164 -4.0091 -0.01
C -0.3896 1.9286 -2.4338 -0.07
H 1.9712 -2.3900 4.8560 0.13
C -0.6621 -1.9049 1.0192 -0.47
O -1.5195 -2.6999 1.3183 0.13
S 2.1109 4.6918 0.7578 0.74
H 0.3072 2.6641 -2.0599 0.11
N 1.1181 -0.4211 1.6874 -0.01
C 1.5268 3.2596 0.5120 -0.93
H 0.0859 -3.1307 3.3510 0.14
Mn 0.3850 0.4865 0.0425 1.09
C -1.0849 2.1047 -3.6048 -0.02
C -1.4042 -0.1464 -2.0671 -0.22
H -1.3393 -2.2490 -1.7557 0.15
H 3.2539 -0.3412 4.2476 0.12
C 0.6890 -2.2597 3.1373 0.04
C 2.4442 -0.6965 3.6274 -0.01
C 2.1035 0.0036 2.4845 -0.07
C -2.1370 -0.0159 -3.2348 0.01
N -0.5448 0.8205 -1.6796 -0.01
N -0.4825 -1.2003 -0.1385 -0.09
H 2.6074 0.9144 2.1927 0.12
C 1.7269 -1.8359 3.9596 0.00
N 1.0793 2.1663 0.3231 -0.11
```

Computed properties:
HOMO-LUMO gap (spin up / spin down) = 7.7693 / 7.7003 eV
2S+1 = 5
highest occupied orbital energy (spin up / spin down) = -12.16 / -12.28 eV
net charge = +1



3.
Here is a molecular structure, C53H38Br2N4OW from the Open Molecules 2025 dataset. Energies are from the ωB97M-V functional and the def2-TZVPD basis.

The geometry in XYZ format:
```
99
Properties=species:S:1:pos:R:3:lowdin_charge:R:1
H -0.2091 -1.9015 4.9074 0.12
H -1.8761 -3.2041 -2.9673 0.10
C 1.4550 -1.5149 2.8373 -0.03
C -0.0762 -3.2738 2.0147 0.06
C -1.8959 -0.4618 -1.3572 -0.14
C -2.0292 -0.5853 -5.6556 -0.05
C 0.3870 -0.9589 -4.3473 -0.07
C -0.8578 -0.6808 -6.3887 -0.05
H -2.6698 4.7953 0.5107 0.11
H 4.4895 1.9989 2.9520 0.13
C -0.4075 -2.4381 -1.5500 -0.27
H -0.2047 5.5198 -0.0878 0.14
H -3.9643 0.2210 2.7398 0.12
H -0.0416 -3.9369 2.8635 0.13
H 2.1987 -1.9858 -0.7028 0.10
C 2.2324 -0.3808 2.5239 -0.21
H -7.2492 2.6639 3.9810 0.12
C 0.9052 -3.7946 -3.2508 -0.03
H 4.2331 -4.1976 -3.7294 0.11
C 0.3502 -0.8656 -5.7288 -0.06
C -4.8127 3.3503 1.7366 -0.01
C 2.2365 -3.6998 6.4089 -0.06
Br 0.3319 2.7519 -3.6798 0.63
H -2.9261 -0.5846 -3.7316 0.10
C 2.1486 -2.6051 -1.5880 -0.03
H 1.9456 5.9639 2.1343 0.12
C -5.9473 3.5220 2.5092 -0.04
C 3.2181 -3.6000 5.4317 -0.05
C -0.5417 -3.5452 0.7566 0.03
C -3.8430 -0.0602 -0.3105 0.09
N -0.5062 2.3568 1.0197 0.04
H -0.9646 -4.4726 0.4108 0.12
C -0.2756 -2.4116 -0.0395 -0.20
H -2.4339 -3.2078 -1.2861 0.09
C 1.3452 2.5273 -0.2076 -0.23
C 3.3333 -3.0408 -2.1613 -0.06
C 0.9163 -2.9657 -2.1310 -0.16
C 2.7317 3.1349 -0.4932 -0.15
C -4.5316 1.1410 2.6689 -0.02
C 3.6971 1.3378 2.6423 0.03
C 1.9312 2.2023 -4.6101 -0.99
C 2.9752 -2.8807 4.2729 -0.03
C -5.6586 1.3279 3.4523 -0.05
H 1.3280 3.6201 2.6266 0.17
H 4.2792 -2.7527 -1.7212 0.11
C -1.9950 -0.6823 -4.2709 -0.02
C -1.7355 2.7915 0.9479 -0.15
H -3.8030 -1.5043 -1.9397 0.13
H 2.4690 3.0900 -4.9141 0.00
H 0.2407 -3.1636 6.9828 0.11
C -4.0969 2.1534 1.8073 -0.18
C -3.2948 -0.8030 -1.3009 0.03
H 4.1738 -4.0868 5.5708 0.12
Br 3.1067 1.1316 -3.5152 0.67
C -0.7890 -0.8789 -3.6056 -0.15
N -1.6099 0.4664 -0.4675 0.01
C 1.5714 3.8363 1.5896 -0.09
H -5.9808 0.5457 4.1259 0.12
H -0.8850 -0.6098 -7.4677 0.12
C 0.7506 -2.3813 5.0563 -0.03
H -1.2724 -4.4056 -1.8362 0.10
C 1.0053 -3.0887 6.2215 -0.06
C 3.3175 0.1232 3.2309 0.05
C 2.8808 4.5607 -0.8140 0.02
H 2.0552 -4.8748 -4.6941 0.12
H 2.9319 6.5543 -0.0576 0.12
H -4.5249 4.1285 1.0447 0.10
C 2.6525 5.5294 0.1512 -0.07
C 0.3866 3.4538 0.6054 -0.33
H 2.4307 -4.2569 7.3153 0.11
H -6.5113 4.4415 2.4336 0.12
H 1.6263 1.6031 -5.4577 -0.01
N 0.2758 -1.4254 0.7020 -0.01
C -2.7953 0.7890 0.2193 -0.17
C 1.7382 -2.2679 4.0807 -0.20
H -0.0277 -4.0951 -3.7067 0.12
H 3.7345 -2.8151 3.5032 0.13
W 0.4427 0.6611 0.0336 1.93
C -6.3673 2.5175 3.3724 -0.04
H 3.2673 4.8296 -1.7868 0.12
C -1.7853 4.1855 0.5676 0.07
H -2.9751 -0.4309 -6.1570 0.12
C -0.5275 4.5460 0.2458 0.09
H 1.3338 -1.0883 -3.8449 0.07
C 0.4785 -1.9713 1.9818 -0.22
H 1.2716 -0.9478 -6.2923 0.12
H 3.7566 -0.3401 4.0990 0.13
C 3.3089 -3.8536 -3.2851 -0.06
C -1.5738 -3.3653 -1.9331 -0.01
N 1.9138 0.5079 1.4925 -0.05
C 2.0896 -4.2341 -3.8231 -0.05
C -0.6980 -0.9864 -2.0932 -0.31
H -4.8779 -0.0190 -0.0105 0.14
C 2.0847 5.2149 1.3672 0.00
O 0.3882 -0.1562 -1.6436 -0.29
H 3.3655 2.4459 -1.0348 0.09
C 2.4192 2.7590 0.8971 -0.23
C -2.8916 1.8795 1.0069 0.00
C 2.8037 1.5593 1.6246 -0.20
```

Computed properties:
HOMO-LUMO gap (spin up / spin down) = 4.9555 / 5.5350 eV
2S+1 = 3
highest occupied orbital energy (spin up / spin down) = -12.25 / -12.88 eV
net charge = +2



4.
Here is 2 unconnected molecules or ions with the total composition C6H16N2Si from the Open Molecules 2025 dataset. Energies are from the ωB97M-V functional and the def2-TZVPD basis.

The geometry in XYZ format:
```
25
Properties=species:S:1:pos:R:3:lowdin_charge:R:1
C -1.1451 -0.2882 1.4632 -0.19
H -1.4891 -0.7391 -1.1197 0.14
H 2.3764 4.1680 -1.5634 -0.14
C 0.8666 -0.7962 -0.0861 -0.21
C -1.7951 -1.5050 0.8404 -0.27
N 0.8715 1.0206 1.5037 0.13
H 1.9757 -0.9302 -0.2076 0.13
C -1.3597 -1.7429 -0.5739 -0.21
C 0.1986 -2.0203 -0.5307 -0.23
H 0.5135 -2.9040 0.0841 0.11
H 0.6294 -2.4690 -1.5083 0.13
Si 1.7255 2.9523 -1.5799 0.45
H -1.9365 -2.6095 -0.9012 0.10
H -1.5372 -2.4763 1.4634 0.14
H 1.8889 2.4969 -2.8716 -0.12
H 0.6713 1.4409 2.3961 0.05
C 0.4090 -0.2824 1.3007 -0.44
H -0.4130 3.1219 -0.6499 0.00
H 0.6100 -0.8153 2.2268 0.14
N 0.3127 2.4043 -0.8459 -0.11
H 0.5214 -0.0293 -0.7256 0.05
H 2.6453 1.9291 -0.7962 -0.05
H -1.5008 0.5689 0.9308 0.09
H -1.4117 -0.2261 2.6032 0.14
H -3.0074 -1.4690 0.8554 0.15
```

Computed properties:
HOMO-LUMO gap (spin up / spin down) = 7.8258 / 9.2436 eV
highest occupied orbital energy (spin up / spin down) = -9.08 / -9.25 eV
net charge = 0



Molecular weight across the listed records, respectively: 114.1 325.3 1090.6 144.3 g/mol.
Relative energy (zero: lowest compared OMol25 entry of this formula, charge and spin) across the listed records, respectively: 25.89 0.00 120.57 123.62 kcal/mol.